20
Properties=species:S:1:pos:R:3 method="wB97M-V/def2-TZVPD" e_homo_ev=-8.4 homo_lumo_gap_ev=9.4 e_lumo_ev=1.00
C 1.402 0.172 -0.301
C 2.514 -0.765 0.318
S 1.809 -1.593 1.877
C 0.084 -0.531 -0.480
N -1.255 -0.001 0.135
C -0.965 1.259 0.696
C -2.394 -0.048 -0.836
H 1.720 0.499 -1.353
H 1.336 1.109 0.240
H 2.610 -1.614 -0.374
H 3.413 -0.250 0.488
H 0.733 -0.891 1.904
H -0.040 -1.617 -0.223
H -0.094 -0.456 -1.522
H -0.224 1.046 1.384
H -0.570 2.092 0.011
H -1.818 1.757 1.087
H -2.330 0.771 -1.628
H -2.557 -1.100 -1.157
H -3.377 0.160 -0.266

=====

8
Properties=species:S:1:pos:R:3 method="wB97M-V/def2-TZVPD" e_homo_ev=-11.5 homo_lumo_gap_ev=11.5 e_lumo_ev=0.01
C -2.771 -0.305 -0.026
C -1.346 0.940 0.059
C -0.039 0.163 -0.014
N -3.656 -1.023 -0.082
O -1.566 2.103 0.053
H -0.184 -0.827 -0.654
H 0.189 -0.156 1.106
H 0.824 0.857 -0.201

=====

9
Properties=species:S:1:pos:R:3 method="wB97M-V/def2-TZVPD" e_homo_ev="-19.1 / -18.5" total_charge=+1 homo_lumo_gap_ev="9.6 / 9.8" e_lumo_ev="-9.53 / -8.64"
C -0.486 0.110 -0.761
C -0.583 0.050 0.749
N 0.569 -0.276 0.147
F 1.265 -1.399 0.242
F 2.317 1.234 -0.068
H -1.024 -0.592 -1.495
H -0.142 0.874 -1.437
H -0.702 0.858 1.550
H -1.214 -0.858 1.073

=====

107
Properties=species:S:1:pos:R:3 method="wB97M-V/def2-TZVPD" e_homo_ev=-5.0 total_charge=-1 homo_lumo_gap_ev=6.4 e_lumo_ev=1.40
C -0.843 -3.162 1.338
C -0.035 -1.721 1.319
N 0.055 -1.038 2.665
C 1.065 0.087 2.687
C 1.141 0.980 1.312
C 0.356 -2.021 3.786
S 1.796 -2.983 3.837
S -0.891 -2.249 5.163
C -2.672 -1.999 4.517
C -2.923 -0.400 4.270
C -4.256 -0.022 3.398
Nb -3.871 2.033 2.469
N -5.256 1.788 0.888
C -5.092 0.722 0.073
C -6.367 0.455 -0.984
C -3.846 -0.303 -0.110
P -3.365 4.371 1.577
O -4.322 4.725 0.352
O -3.569 5.474 2.923
O -1.687 4.378 1.093
H -0.299 -4.009 1.944
H -1.954 -2.969 1.653
H -0.875 -3.536 0.210
H -0.616 -1.043 0.526
H 1.043 -1.889 0.846
H 2.165 -0.250 2.954
H 0.723 0.827 3.558
H 1.537 2.067 1.567
H 1.891 0.496 0.540
H 0.114 1.104 0.750
H -2.911 -2.678 3.592
H -3.359 -2.349 5.428
H -3.085 0.082 5.351
H -1.979 0.178 3.828
H -5.133 0.142 4.192
H -4.627 -0.845 2.658
H -2.422 1.434 1.496
H -2.696 2.340 3.822
H -5.183 2.762 3.528
H -6.568 -0.683 -1.169
H -7.314 1.090 -0.719
H -5.971 0.888 -2.024
H -3.399 -0.770 0.861
H -2.972 0.280 -0.642
H -4.141 -1.184 -0.858
H -3.197 4.972 3.732
H -1.317 3.502 1.439
C 3.944 -6.047 8.854
C 4.016 -4.654 8.229
C 3.524 -4.772 6.787
S 2.384 -6.147 6.759
O 2.950 -7.198 5.940
O 1.039 -5.647 6.559
C 2.578 -6.599 8.472
H 4.074 -6.012 9.939
H 4.735 -6.681 8.437
H 3.365 -3.970 8.786
H 5.031 -4.246 8.268
H 3.008 -3.865 6.463
H 4.345 -4.999 6.102
H 2.507 -7.683 8.583
H 1.782 -6.109 9.040
C 1.325 -1.515 -4.212
C 2.766 -1.015 -4.301
C 3.080 -0.288 -2.995
S 2.042 -1.033 -1.746
O 1.094 -0.041 -1.284
O 2.867 -1.800 -0.835
C 1.195 -2.157 -2.839
H 1.091 -2.225 -5.011
H 0.634 -0.668 -4.298
H 3.442 -1.870 -4.420
H 2.914 -0.358 -5.164
H 4.130 -0.406 -2.712
H 2.828 0.774 -3.056
H 0.159 -2.280 -2.519
H 1.718 -3.117 -2.802
C -5.671 7.466 -3.393
C -4.775 6.860 -2.314
C -3.815 5.893 -3.005
S -3.606 6.503 -4.672
O -4.171 5.537 -5.590
O -2.262 7.024 -4.823
C -4.738 7.871 -4.524
H -6.239 8.321 -3.015
H -6.386 6.713 -3.746
H -4.205 7.657 -1.822
H -5.360 6.350 -1.542
H -2.844 5.864 -2.505
H -4.235 4.885 -3.064
H -5.255 8.032 -5.472
H -4.157 8.759 -4.257
C 6.126 0.474 -7.694
C 7.226 -0.538 -8.009
C 7.355 -1.465 -6.801
S 5.748 -1.498 -6.023
O 5.857 -0.886 -4.715
O 5.148 -2.803 -6.221
C 4.970 -0.335 -7.127
H 5.825 1.036 -8.583
H 6.486 1.191 -6.946
H 6.942 -1.122 -8.893
H 8.178 -0.046 -8.232
H 7.635 -2.479 -7.100
H 8.076 -1.079 -6.075
H 4.247 0.273 -6.580
H 4.465 -0.906 -7.912

=====

14
Properties=species:S:1:pos:R:3 method="wB97M-V/def2-TZVPD" e_homo_ev=-9.3 homo_lumo_gap_ev=8.9 e_lumo_ev=-0.47
C 0.813 2.050 0.629
C 1.484 0.819 0.887
C 0.412 2.198 -0.625
C 1.345 0.015 -0.282
C 1.990 -1.284 -0.450
N 2.438 -2.147 -1.231
O 2.856 -1.976 0.352
O -1.020 -2.761 -1.609
S 0.718 0.792 -1.626
H 0.688 2.859 1.303
H 1.851 0.495 1.822
H -0.473 2.723 -0.888
H -0.724 -3.692 -1.279
H -1.246 -2.197 -0.869

=====

74
Properties=species:S:1:pos:R:3 method="wB97M-V/def2-TZVPD" e_homo_ev="-10.6 / -10.6" s2=0.76 spin_multiplicity=2 homo_lumo_gap_ev="9.9 / 8.1" e_lumo_ev="-0.69 / -2.41"
C -24.902 18.772 -26.590
C -24.207 18.392 -25.262
C -22.737 18.879 -25.547
C -21.901 19.073 -24.313
C -22.642 20.011 -23.343
C -24.009 19.523 -22.885
N -24.864 19.163 -24.150
O -26.276 18.770 -23.852
C -24.744 20.697 -22.261
C -23.821 18.387 -21.854
C -24.077 16.892 -25.007
H -24.507 18.316 -27.497
H -24.998 19.834 -26.817
H -25.940 18.468 -26.452
H -22.646 19.850 -26.034
H -22.240 18.177 -26.217
H -20.846 19.233 -24.533
H -21.693 18.049 -24.004
H -22.541 21.016 -23.753
H -21.915 20.070 -22.533
H -24.955 21.440 -23.030
H -24.225 21.093 -21.389
H -25.698 20.413 -21.816
H -24.812 17.996 -21.622
H -23.230 18.667 -20.982
H -23.277 17.596 -22.371
H -23.058 16.504 -25.021
H -24.656 16.316 -25.729
H -24.585 16.590 -24.092
O -27.503 15.892 -24.644
H -26.759 16.475 -24.492
H -28.212 16.267 -24.122
O -28.708 20.141 -22.016
H -28.266 20.115 -22.865
H -28.070 20.543 -21.427
O -18.511 19.027 -26.398
H -17.713 18.535 -26.591
H -18.716 18.806 -25.490
O -25.130 23.663 -21.725
H -26.074 23.681 -21.883
H -24.921 22.734 -21.621
O -26.564 15.088 -27.964
H -25.891 14.471 -27.677
H -26.922 15.448 -27.153
O -24.142 22.983 -18.766
H -23.746 22.881 -19.632
H -23.401 22.978 -18.161
O -28.742 18.703 -25.494
H -28.479 19.224 -26.252
H -27.941 18.605 -24.980
O -26.154 21.966 -25.395
H -25.786 21.141 -25.079
H -25.392 22.514 -25.580
O -21.259 20.674 -19.724
H -21.863 20.167 -19.182
H -21.405 21.583 -19.461
O -22.859 21.571 -29.346
H -23.496 22.279 -29.242
H -22.967 21.034 -28.561
O -22.677 16.349 -18.616
H -23.059 16.950 -19.255
H -21.927 16.824 -18.257
O -26.238 18.685 -19.646
H -25.675 18.830 -20.406
H -26.543 19.560 -19.403
O -27.376 16.779 -21.628
H -26.728 17.140 -21.023
H -27.519 17.475 -22.269
O -24.378 13.514 -27.138
H -24.004 12.648 -27.301
H -24.546 13.529 -26.196
O -18.369 19.324 -23.597
H -19.131 19.098 -23.064
H -17.755 19.724 -22.981

=====

Short version: energy above the lowest of the compared OMol25 structures with the same formula, charge and spin = 50.73; 36.47; 90.44; 121.95; 98.79; 38.63 kcal per mole, in the order given.